Below is a cluster of 5 separate species, C20H19Cl16F11N3O4 in total at a distorted geometry, with properties calculated with ωB97M-V/def2-TZVPD.

Calculated values
- Gap between HOMO and LUMO: 8.8 eV
- Highest occupied orbital energy: -12.93 eV
- Net charge: +1
- Lowest unoccupied orbital energy: -4.118 eV

Geometry (Å):
C1 0.690 3.100 -0.441
C2 -0.507 2.396 0.440
N1 -0.313 2.537 1.762
C3 -1.818 1.722 -0.152
C4 -2.047 0.150 -0.133
C5 -3.684 0.076 -0.259
F1 -4.130 -1.019 -1.088
F2 -4.238 1.200 -1.000
C6 -4.470 0.169 1.142
F3 -5.803 0.637 0.814
F4 -4.655 -1.063 1.823
N2 -1.612 -0.155 1.305
C7 -0.168 -0.637 1.409
O1 0.148 -1.641 2.369
C8 1.439 -1.442 3.003
C9 2.694 -1.878 2.051
C10 3.510 -0.624 1.460
O2 3.613 -2.667 2.875
C11 0.154 -0.862 -0.171
C12 -1.186 -0.861 -1.132
N3 -1.541 -2.273 -1.190
C13 -0.721 -3.249 -1.878
O3 -1.354 -4.067 -2.613
F5 0.681 -3.456 -1.892
C14 -1.995 -2.995 -0.019
O4 -1.108 -3.675 0.593
F6 -3.303 -3.194 0.470
C15 -1.047 -0.027 -2.515
F7 0.014 0.959 -2.453
F8 -2.297 0.563 -2.944
C16 -0.635 -0.813 -3.856
F9 -1.648 -1.702 -4.344
F10 0.666 -1.357 -3.868
F11 -0.595 0.218 -4.881
H1 1.688 2.558 -0.335
H2 0.384 3.258 -1.527
H3 0.815 4.170 0.005
H4 0.605 3.008 1.902
H5 -1.993 2.256 -1.167
H6 -2.630 2.171 0.557
H7 -4.026 0.945 1.853
H8 -1.897 0.597 1.982
H9 -2.087 -0.971 1.776
H10 0.623 0.176 1.662
H11 1.484 -2.193 3.888
H12 1.603 -0.409 3.470
H13 2.370 -2.568 1.195
H14 2.938 -0.034 0.656
H15 4.455 -1.057 0.953
H16 3.866 0.117 2.276
H17 4.537 -2.330 2.755
H18 0.792 -1.804 -0.111
H19 0.959 -0.060 -0.402
C17 2.283 6.147 2.554
Cl1 2.262 4.407 2.176
Cl2 3.206 6.416 4.046
Cl3 3.046 7.031 1.216
Cl4 0.617 6.723 2.773
C18 4.342 -2.907 -3.994
Cl5 4.767 -4.446 -4.772
Cl6 2.882 -3.127 -3.003
Cl7 5.685 -2.374 -2.959
Cl8 4.030 -1.679 -5.240
C19 -1.934 3.238 -6.540
Cl9 -2.955 4.659 -6.229
Cl10 -2.226 2.010 -5.287
Cl11 -2.329 2.562 -8.134
Cl12 -0.223 3.719 -6.508
C20 -0.135 -2.857 6.766
Cl13 -0.734 -4.528 6.726
Cl14 -1.134 -1.842 5.698
Cl15 -0.223 -2.234 8.427
Cl16 1.553 -2.819 6.208


Below is a cluster of 2 separate species, C20H19Cl2 in total at a distorted geometry, with properties calculated with ωB97M-V/def2-TZVPD.

Calculated values
- Gap between HOMO and LUMO: 4.6 eV
- Highest occupied orbital energy: -10.64 eV
- Net charge: +1
- Relative energy (zero: lowest compared OMol25 entry of this formula, charge and spin): 0.5 kcal/mol
- Lowest unoccupied orbital energy: -6.080 eV

Geometry (Å):
Cl1 -5.566 1.252 -2.338
C1 -3.947 0.715 -2.288
C2 -3.664 -0.662 -2.251
C3 -2.342 -1.084 -2.167
C4 -1.248 -0.164 -2.081
C5 0.048 -0.735 -1.874
C6 1.346 -0.165 -2.068
C7 2.439 -1.086 -2.147
C8 3.762 -0.665 -2.235
C9 4.045 0.712 -2.272
Cl2 5.665 1.248 -2.327
C10 2.998 1.646 -2.257
C11 1.672 1.218 -2.178
C12 -1.574 1.219 -2.197
C13 -2.899 1.649 -2.274
H1 -4.481 -1.379 -2.290
H2 -2.115 -2.150 -2.219
H3 0.048 -1.817 -1.660
H4 2.211 -2.152 -2.192
H5 4.578 -1.383 -2.277
H6 3.224 2.706 -2.312
H7 0.890 1.962 -2.231
H8 -0.791 1.962 -2.259
H9 -3.125 2.709 -2.327
C14 -1.292 -0.892 3.515
C15 -1.232 -0.175 2.164
C16 0.017 -0.326 1.377
C17 1.269 -0.387 1.896
C18 1.680 -0.328 3.277
C19 0.960 -0.177 4.420
C20 -0.512 -0.082 4.571
H10 -2.343 -0.958 3.828
H11 -0.896 -1.909 3.452
H12 -2.074 -0.531 1.539
H13 -1.396 0.904 2.352
H14 -0.114 -0.298 0.299
H15 2.109 -0.448 1.190
H16 2.773 -0.379 3.391
H17 1.518 -0.085 5.359
H18 -0.854 0.968 4.517
H19 -0.787 -0.450 5.574


Below is a structure of composition C20H19ClIN4ORuSSbSe4 at a distorted geometry, with properties calculated with ωB97M-V/def2-TZVPD.

Calculated values
- Gap between HOMO and LUMO (spin up / spin down): 5.6 / 5.5 eV
- Highest occupied orbital energy (spin up / spin down): -4.01 / -3.94 eV
- Net charge: -1
- Relative energy (zero: lowest compared OMol25 entry of this formula, charge and spin): 18.1 kcal/mol
- Lowest unoccupied orbital energy (spin up / spin down): 1.574 / 1.572 eV
- Spin multiplicity: 2

Geometry (Å):
Ru1 0.402 0.721 0.133
S1 -1.373 -1.434 3.675
C1 -2.693 -0.704 2.848
C2 -2.302 0.003 1.751
C3 -0.884 -0.033 1.514
C4 -0.277 -0.799 2.486
C5 1.155 -0.913 2.500
C6 1.923 -1.689 3.373
C7 3.295 -1.687 3.249
C8 3.891 -0.900 2.268
C9 3.075 -0.154 1.443
N1 1.746 -0.163 1.544
H1 -3.689 -0.795 3.253
H2 -2.986 0.598 1.157
H3 1.426 -2.283 4.129
H4 3.904 -2.290 3.912
H5 4.964 -0.860 2.146
H6 3.484 0.496 0.680
Cl1 4.742 -0.439 -5.237
C10 3.584 -0.621 -3.945
C11 3.001 -1.837 -3.744
C12 2.062 -2.004 -2.716
I1 1.184 -3.878 -2.431
C13 1.681 -0.971 -1.876
O1 0.804 -1.097 -0.921
C14 2.325 0.296 -2.092
N2 1.975 1.300 -1.236
C15 2.503 2.491 -1.389
C16 3.429 2.772 -2.414
C17 3.810 1.784 -3.269
C18 3.262 0.487 -3.124
H7 3.262 -2.671 -4.381
H8 2.196 3.253 -0.686
H9 3.809 3.779 -2.510
H10 4.517 1.975 -4.065
Se1 -3.137 3.519 0.993
Sb1 -0.963 3.210 -0.014
Se2 0.808 2.782 1.663
Se3 -1.316 1.056 -1.584
Se4 -0.185 4.652 -1.803
N3 -3.104 -4.327 -1.391
C19 -3.032 -3.977 0.026
C20 -1.745 -3.217 0.293
N4 -1.640 -2.075 -0.642
H11 -4.019 -4.665 -1.654
H12 -2.422 -5.036 -1.635
H13 -2.107 -2.313 -1.521
H14 -3.085 -4.831 0.709
H15 -3.880 -3.327 0.255
H16 -0.870 -3.850 0.139
H17 -1.720 -2.833 1.310
H18 -2.047 -1.217 -0.254
H19 -0.633 -1.807 -0.843


Below is an isolated molecule of C20H19ClN4O5S at a distorted geometry, with properties calculated with ωB97M-V/def2-TZVPD.

Calculated values
- Gap between HOMO and LUMO: 9.0 eV
- Highest occupied orbital energy: -9.28 eV
- Relative energy (zero: lowest compared OMol25 entry of this formula, charge and spin): 88.3 kcal/mol
- Lowest unoccupied orbital energy: -0.323 eV
- SMILES: CC(C)c1nc(CN2C(=O)N(C)[C@@]3(C2=O)C(=O)N(CC(=O)O)c2ccc(Cl)cc23)cs1

Geometry (Å):
C1 -1.731 5.743 -1.068
C2 -0.455 5.398 -1.780
C3 -0.239 6.368 -2.914
C4 -0.326 3.988 -2.284
N1 -1.209 3.047 -1.882
C5 -0.948 1.749 -2.368
C6 -1.781 0.570 -1.940
N2 -1.296 -0.245 -0.816
C7 -1.729 -0.107 0.440
O1 -2.627 0.588 0.739
N3 -1.039 -0.872 1.348
C8 -0.932 -0.413 2.748
C9 0.053 -1.603 0.655
C10 -0.226 -1.063 -0.700
O2 0.450 -1.330 -1.712
C11 1.499 -1.372 1.019
O3 1.999 -0.218 1.245
N4 2.037 -2.622 1.343
C12 3.224 -2.775 2.039
C13 3.046 -2.449 3.516
O4 3.491 -3.294 4.322
O5 2.588 -1.232 3.815
C14 1.127 -3.688 0.997
C15 1.212 -5.157 0.970
C16 0.116 -5.940 0.590
C17 -1.063 -5.267 0.243
Cl1 -2.633 -6.100 0.094
C18 -1.089 -3.877 0.289
C19 -0.028 -3.093 0.651
C20 0.218 1.635 -3.027
S1 1.042 3.217 -3.164
H1 -1.786 5.143 -0.259
H2 -2.578 5.498 -1.564
H3 -1.655 6.898 -0.804
H4 0.449 5.364 -1.131
H5 -0.323 7.427 -2.579
H6 0.845 6.172 -3.151
H7 -0.967 6.128 -3.746
H8 -1.873 -0.139 -2.807
H9 -2.730 1.056 -1.710
H10 -0.440 -1.305 3.317
H11 -1.949 -0.145 3.201
H12 -0.342 0.513 2.827
H13 3.483 -3.850 1.807
H14 4.050 -2.252 1.715
H15 2.470 -0.707 3.043
H16 2.137 -5.700 1.253
H17 -0.042 -7.065 0.638
H18 -1.967 -3.366 0.089
H19 0.469 0.745 -3.549


| no. | electronic energy (eV) |
| --- | --- |
| 1 | -263941.597 |
| 2 | -46084.641 |
| 3 | -331024.865 |
| 4 | -60602.712 |